Record 1
This record from the Open Molecules 2025 dataset describes a structure of composition C25H33BHfN3O3. The level of theory is ωB97M-V with the def2-TZVPD basis set.

Positions of all 66 atoms, in Å:
Hf  0.418  -0.779  -0.616
C  -3.402  -3.039  -0.241
C  -3.381  -3.524  1.058
C  -2.268  -3.288  1.859
C  -1.205  -2.577  1.341
N  -1.220  -2.107  0.067
C  -2.306  -2.334  -0.695
C  0.033  -2.265  2.093
C  0.285  -2.655  3.396
C  1.497  -2.304  3.974
C  2.433  -1.580  3.247
C  2.125  -1.216  1.949
N  0.942  -1.553  1.391
C  3.016  -0.443  1.052
C  4.248  0.061  1.412
C  4.972  0.805  0.483
C  4.440  1.036  -0.776
C  3.203  0.501  -1.074
N  2.507  -0.241  -0.191
H  -4.250  -3.199  -0.891
H  -4.223  -4.079  1.450
H  -2.246  -3.659  2.873
H  -2.294  -1.932  -1.703
H  -0.440  -3.223  3.959
H  1.715  -2.599  4.992
H  3.379  -1.312  3.693
H  4.651  -0.106  2.400
H  5.940  1.208  0.751
H  4.967  1.623  -1.515
H  2.743  0.671  -2.041
C  1.592  -3.389  -1.921
C  1.741  -2.285  -2.941
O  0.732  -1.224  -2.672
C  -0.252  -1.031  -3.781
C  -1.110  0.167  -3.478
H  2.337  -4.168  -2.087
H  0.606  -3.856  -1.974
H  1.774  -3.036  -0.894
H  1.574  -2.632  -3.958
H  2.709  -1.788  -2.893
H  -0.811  -1.964  -3.860
H  0.341  -0.891  -4.683
H  -1.706  0.055  -2.563
H  -1.827  0.301  -4.289
H  -0.516  1.079  -3.404
C  -2.943  3.068  -0.838
C  -2.155  2.686  0.402
C  -3.014  2.756  1.643
O  -1.752  1.253  0.189
B  -0.473  1.299  -0.268
O  0.130  2.504  -0.251
C  -0.776  3.405  0.517
C  -0.217  3.431  1.929
C  -0.729  4.781  -0.112
H  -3.797  2.401  -0.942
H  -2.334  3.009  -1.741
H  -3.323  4.086  -0.754
H  -3.955  2.234  1.472
H  -3.252  3.797  1.871
H  -2.521  2.320  2.509
H  -0.228  2.438  2.385
H  -0.792  4.103  2.564
H  0.809  3.793  1.900
H  -0.971  4.756  -1.171
H  0.267  5.204  0.007
H  -1.434  5.445  0.390

Energy relative to the best compared isomer or geometry (same formula, charge and spin): 0.0000 eV
Orbital gap: 7.42 eV
Energy: -39035.63475 eV
Total charge: +3

---

Record 2
This record from the Open Molecules 2025 dataset describes a structure of composition C25H33BKN6O3. The level of theory is ωB97M-V with the def2-TZVPD basis set.

Positions of all 69 atoms, in Å:
K  0.475  0.101  -0.546
C  0.711  -2.903  -4.883
C  0.209  -1.497  -4.556
C  1.264  -0.728  -3.772
C  -1.120  -1.560  -3.847
C  -2.343  -2.072  -4.321
C  -3.206  -1.903  -3.263
N  -2.536  -1.339  -2.246
N  -1.248  -1.121  -2.603
B  -3.132  -0.964  -0.872
N  -3.125  0.569  -0.645
C  -4.200  1.325  -0.378
C  -3.802  2.643  -0.297
C  -2.415  2.591  -0.519
N  -2.022  1.343  -0.736
C  -1.406  3.707  -0.525
C  -2.071  5.063  -0.740
C  -0.572  3.712  0.753
N  -2.464  -1.740  0.287
C  -3.066  -2.570  1.153
C  -2.117  -3.050  2.032
C  -0.923  -2.440  1.610
N  -1.147  -1.660  0.562
C  0.466  -2.537  2.181
C  0.833  -1.272  2.954
C  0.634  -3.779  3.049
H  1.646  -2.862  -5.446
H  -0.018  -3.465  -5.468
H  0.896  -3.460  -3.962
H  0.047  -0.973  -5.507
H  1.509  -1.240  -2.841
H  0.931  0.281  -3.530
H  2.188  -0.651  -4.349
H  -2.558  -2.494  -5.288
H  -4.251  -2.141  -3.151
H  -4.297  -1.301  -0.883
H  -5.169  0.865  -0.283
H  -4.418  3.505  -0.112
H  -0.731  3.520  -1.366
H  -2.726  5.317  0.097
H  -2.674  5.073  -1.649
H  -1.317  5.849  -0.815
H  -1.221  3.810  1.628
H  0.130  4.549  0.753
H  0.024  2.810  0.870
H  -4.124  -2.758  1.072
H  -2.262  -3.745  2.841
H  1.164  -2.609  1.340
H  0.144  -1.118  3.789
H  0.793  -0.392  2.312
H  1.853  -1.331  3.339
H  -0.012  -3.739  3.931
H  1.664  -3.855  3.402
H  0.389  -4.688  2.498
O  1.883  2.055  2.694
C  3.208  1.722  2.759
C  3.976  2.027  3.875
C  5.310  1.651  3.924
C  5.871  0.949  2.869
C  5.081  0.628  1.772
C  3.752  1.020  1.686
C  2.934  0.647  0.459
O  2.814  -0.582  0.242
O  2.445  1.585  -0.208
H  1.623  2.476  3.518
H  3.522  2.554  4.708
H  5.903  1.898  4.797
H  6.909  0.644  2.901
H  5.492  0.051  0.953

Energy relative to the best compared isomer or geometry (same formula, charge and spin): 0.0506 eV
Orbital gap: 8.19 eV
Energy: -58552.07164 eV
Total charge: -1